Density functional theory data (wB97M-V/def2-TZVPD) for a 2-piece molecular cluster, CH2BrN overall at a distorted geometry.

Properties
ΔE to the lowest compared entry with this formula, charge and spin: 60.15 kcal per mole
<S²>: 2.15
HOMO-LUMO gap (spin up / spin down): 0.2892 / 0.3085 Ha
E: -2667.81030 Ha
E_HOMO (spin up / spin down): -8.5 / -9.4 eV
LUMO (spin up / spin down): -0.5959 / -1.0189 eV

Geometry as ORCA input:
```
! wB97M-V def2-TZVPD RIJCOSX def2/J DEFGRID3
* xyz 0 3
C 0.056 0.042 -1.242
N -0.072 1.527 0.423
Br 0.357 0.663 -2.877
H 0.305 -0.952 -0.920
H -0.312 0.833 1.132
*
```

Listed below, in e, are the Löwdin charges computed for each atom:
1. C -0.619
2. N 0.059
3. Br 0.691
4. H -0.044
5. H -0.086